# 1
{
  "formula": "C4H33NO13S2",
  "method": "ωB97M-V with the def2-TZVPD basis set",
  "symbols": ["S", "S", "C", "C", "C", "N", "C", "O", "H", "H", "H", "H", "H", "H", "H", "H", "H", "H", "H", "O", "H", "H", "O", "H", "H", "O", "H", "H", "O", "H", "H", "O", "H", "H", "O", "H", "H", "O", "H", "H", "O", "H", "H", "O", "H", "H", "O", "H", "H", "O", "H", "H", "O"],
  "positions_angstrom": [[-1.522, -3.462, 2.555], [-0.081, -2.053, 2.688], [-0.281, -0.930, 1.262], [1.083, -0.602, 0.619], [1.661, 0.672, 1.214], [0.915, -0.428, -0.828], [1.195, -1.393, -1.736], [1.725, -2.452, -1.417], [-1.092, -4.263, 1.544], [-0.758, -0.017, 1.638], [-0.945, -1.387, 0.527], [1.745, -1.446, 0.789], [1.861, 0.562, 2.285], [2.588, 0.967, 0.733], [0.964, 1.516, 1.158], [0.514, 0.463, -1.078], [0.956, -1.154, -2.786], [3.169, -2.527, -0.476], [3.837, -2.859, 0.890], [4.009, -2.446, 0.035], [-1.548, -2.731, -2.917], [-1.998, -1.745, -1.783], [-1.215, -2.214, -2.170], [-2.729, 2.016, 0.567], [-1.365, 2.515, -0.091], [-2.268, 2.795, 0.145], [-1.995, 3.389, 1.713], [-2.558, 4.363, 2.790], [-1.920, 3.653, 2.670], [4.656, -0.938, -0.417], [5.796, -0.031, 0.104], [5.114, -0.075, -0.577], [-3.447, -0.017, 0.842], [-3.529, 0.812, 2.201], [-3.692, 0.833, 1.235], [4.405, 1.311, -1.377], [4.724, 1.982, -2.740], [4.193, 2.082, -1.946], [-2.533, 2.203, 3.460], [-2.207, 1.001, 4.340], [-2.890, 1.331, 3.746], [-4.264, -1.205, -1.223], [-3.363, 0.048, -1.555], [-3.365, -0.872, -1.156], [0.651, -3.956, -0.450], [-0.644, -3.468, -1.041], [-0.292, -4.150, -0.432], [1.762, 3.608, -2.683], [2.549, 2.363, -2.220], [1.641, 2.685, -2.438], [-2.747, 1.857, -2.782], [-3.087, 2.181, -1.336], [-3.377, 1.611, -2.093]],
  "mulliken_charge": [-0.24, -0.06, 0.16, 0.52, -1.37, 0.32, -0.17, -0.72, 0.19, 0.15, -0.18, 0.02, 0.39, 0.27, 0.26, 0.09, 0.41, 0.34, 0.31, -0.76, 0.25, 0.38, -0.60, 0.47, 0.33, -0.97, 0.50, 0.32, -0.73, 0.43, 0.27, -0.70, 0.30, 0.43, -0.73, 0.38, 0.32, -0.71, 0.40, 0.31, -0.72, 0.30, 0.46, -0.78, 0.36, 0.37, -0.66, 0.29, 0.43, -0.63, 0.31, 0.47, -0.74],
  "homo_energy_ev": -8.7,
  "homo_lumo_gap_ev": 8.81,
  "de_lowest_ev": 0.000
}

***

# 2
{
  "formula": "CH3FN2OS",
  "method": "ωB97M-V with the def2-TZVPD basis set",
  "symbols": ["C", "N", "N", "O", "F", "S", "H", "H", "H"],
  "positions_angstrom": [[1.768, -0.128, 0.103], [1.177, 0.861, 0.535], [-1.118, -0.162, -0.666], [1.224, -1.327, -0.094], [3.110, -0.181, -0.107], [-0.571, -1.170, 0.302], [1.661, 1.713, 0.744], [-1.328, 0.774, -0.409], [-0.780, -2.425, -0.561]],
  "mulliken_spin": [-0.02, 0.02, 0.78, 0.28, 0.01, 0.86, 0.00, 0.00, 0.07],
  "spin_multiplicity": 3,
  "homo_energy_ev": [-6.1, -10.4],
  "homo_lumo_gap_ev": [6.61, 7.36],
  "de_lowest_ev": 0.932
}

***

# 3
{
  "formula": "C22H31N5O4",
  "method": "ωB97M-V with the def2-TZVPD basis set",
  "symbols": ["C", "H", "H", "H", "C", "N", "C", "O", "C", "H", "H", "C", "N", "C", "C", "N", "C", "O", "H", "H", "H", "H", "H", "C", "C", "C", "C", "C", "C", "C", "H", "O", "C", "H", "H", "H", "O", "C", "H", "H", "H", "H", "H", "H", "H", "H", "C", "H", "H", "C", "N", "C", "C", "C", "N", "H", "H", "H", "H", "H", "H", "H"],
  "positions_angstrom": [[-0.848, 4.986, 2.747], [-1.730, 5.462, 3.222], [-0.876, 5.506, 1.658], [0.083, 5.483, 3.213], [-0.521, 3.543, 2.706], [0.511, 2.858, 2.114], [0.629, 2.547, 0.858], [1.713, 2.542, 0.118], [-0.645, 2.759, -0.212], [-1.281, 3.619, 0.193], [-0.542, 2.826, -1.268], [-1.488, 1.395, -0.123], [-0.998, 0.457, -0.914], [-1.927, 0.685, -2.222], [-3.259, 0.626, -2.103], [-3.757, 1.267, -0.846], [-2.849, 1.748, 0.254], [-3.386, 2.335, 1.113], [-4.796, 1.759, -0.855], [-3.693, -0.562, -1.777], [-3.813, 0.903, -3.001], [-1.714, 1.504, -2.618], [-1.621, -0.095, -2.954], [0.068, -0.148, -0.986], [0.274, -1.282, -1.749], [-0.731, -2.277, -1.222], [-0.404, -3.696, -1.543], [0.460, -4.038, -2.360], [1.615, -3.313, -2.476], [1.454, -1.879, -2.054], [2.170, -1.087, -2.402], [2.816, -3.643, -3.240], [3.758, -2.799, -3.379], [3.655, -2.028, -4.030], [4.635, -3.471, -3.842], [4.003, -2.355, -2.513], [0.902, -5.267, -2.804], [-0.301, -6.504, -2.291], [0.205, -7.305, -2.885], [-0.481, -6.614, -1.451], [-1.122, -6.154, -2.779], [-1.516, -4.608, -1.385], [-1.559, -2.137, -0.756], [0.879, 0.571, -1.651], [0.641, 0.034, -0.190], [-1.189, 1.101, 1.134], [1.705, 2.897, 3.008], [1.861, 3.860, 3.618], [2.456, 2.831, 2.093], [1.562, 1.554, 3.787], [1.402, 0.493, 3.125], [0.237, -0.125, 2.865], [0.509, -1.076, 2.162], [1.951, -1.266, 2.153], [2.431, -0.184, 2.798], [2.382, -2.010, 1.602], [-0.041, -2.013, 1.737], [-0.694, 0.101, 3.276], [2.481, 1.661, 4.357], [0.659, 1.754, 4.875], [-0.640, 3.228, 3.760], [-1.687, 3.040, 2.334]],
  "mulliken_charge": [-1.24, 0.34, 0.23, 0.28, -0.30, 0.41, 0.90, -0.73, -1.12, 0.09, 0.47, 0.92, 1.17, -1.22, -0.42, -0.23, 0.11, -0.60, 0.29, 0.16, 0.39, 0.84, 0.29, -1.52, 0.48, -0.56, -0.67, 0.62, 0.38, -1.13, 0.24, -0.34, -0.98, 0.45, 0.17, 0.49, -0.47, -1.32, 0.23, 0.63, 0.56, -0.02, 0.91, 0.09, 0.82, -0.61, -0.83, 0.41, 0.44, -0.80, 1.38, -0.73, 0.20, -0.53, -1.33, 0.59, 0.25, 0.46, 0.40, 0.25, 0.33, 0.02],
  "homo_energy_ev": -7.4,
  "homo_lumo_gap_ev": 7.96,
  "de_lowest_ev": 26.663
}

***

# 4
{
  "formula": "C10H14NO",
  "method": "ωB97M-V with the def2-TZVPD basis set",
  "symbols": ["C", "C", "C", "C", "C", "C", "C", "C", "C", "C", "N", "O", "H", "H", "H", "H", "H", "H", "H", "H", "H", "H", "H", "H", "H", "H"],
  "positions_angstrom": [[-3.061, 0.976, -0.039], [-2.592, -0.021, -0.640], [-0.190, 0.008, 1.397], [-3.367, 2.091, 0.664], [-1.469, -0.948, -0.806], [-0.239, -0.177, -0.045], [-1.654, -2.256, 0.012], [0.901, -0.150, -1.081], [2.036, 0.782, -0.742], [2.912, 0.334, 0.449], [-0.517, 1.038, 0.719], [3.925, -0.544, 0.124], [-0.061, -0.273, 2.340], [-3.126, 3.063, 0.076], [-3.650, 2.128, 1.686], [-1.129, -1.122, -1.849], [-2.008, -1.953, 1.053], [-0.687, -2.790, 0.010], [-2.384, -2.890, -0.635], [1.260, -1.238, -1.138], [0.438, 0.076, -2.052], [2.615, 1.136, -1.683], [1.636, 1.686, -0.362], [3.420, 1.242, 0.757], [2.242, 0.051, 1.279], [4.749, -0.251, 0.506]],
  "mulliken_charge": [0.27, -0.12, -1.16, -0.47, 0.01, 1.68, -1.11, -0.78, -1.01, -0.27, -0.74, -0.52, 0.52, 0.26, 0.32, 0.60, 0.34, 0.32, 0.37, 0.30, 0.61, 0.34, 0.44, 0.37, 0.08, 0.35],
  "homo_energy_ev": [-13.1, -13.1],
  "homo_lumo_gap_ev": [6.15, 6.15],
  "de_lowest_ev": 8.185,
  "charge": 1
}

***

Number 1: E -54464.666 eV. Number 2: E -19659.620 eV. Number 3: E -38933.253 eV. Number 4: E -14120.497 eV.